Arrangement a

The following is a quantum chemistry calculation of 4 unconnected molecules or ions with the total composition C2H11NO5, from OMol25.

## Properties
E_HOMO ... -0.3725 Ha
SMILES string ... O=CNCO.O.O.O

Geometry (Å):
H 0.477 0.812 1.801
O -0.200 -2.548 0.528
C 0.755 0.040 -1.326
O 1.330 1.141 1.844
H -0.880 -1.113 1.589
H 0.473 -3.177 0.789
H -1.539 1.826 0.253
O -0.154 2.928 -0.814
H -1.146 -0.078 -0.618
H -0.070 -2.313 -0.414
H -1.828 -0.060 1.429
C -0.701 1.902 -0.464
O -1.087 -0.216 1.969
N -0.503 0.587 -0.989
H 1.269 2.064 1.667
H 1.468 -0.036 -0.463
H 1.288 0.616 -1.990
O 0.499 -1.255 -1.917
H 0.549 -1.119 -2.872

Arrangement b

The following is a quantum chemistry calculation of 4 unconnected molecules or ions with the total composition C2H11NO5, from OMol25.

## Properties
E_HOMO ... -0.3717 Ha
SMILES string ... NCC(=O)O.O.O.O

Geometry (Å):
H -0.945 -0.310 -1.912
N 1.187 -1.444 0.677
O 1.321 0.999 -0.559
O -2.808 1.167 0.745
C 0.562 -0.238 1.376
C 1.026 0.948 0.595
H -2.319 -0.967 -1.565
O 0.626 -0.799 -2.458
H -2.186 0.993 0.019
H 2.182 -1.323 0.754
H 1.486 2.800 1.041
H 1.177 -0.695 -1.664
H -3.165 0.309 0.983
O 1.201 1.971 1.455
H -0.492 -0.471 1.448
H 1.084 -0.178 -3.043
O -1.798 -0.162 -1.451
H 0.924 -0.313 2.387
H 0.937 -2.287 1.174

On energetic grounds, arrangement b is preferred over the next structure by 0.710 eV.

Arrangement a

The following is a quantum chemistry calculation of a molecular structure, C2H6N4OS, from OMol25.

## Properties
E_HOMO ... -0.3045 Ha

Geometry (Å):
C -0.509 0.183 1.353
H -0.456 -2.061 -1.389
H 2.959 -0.777 -1.027
H -0.438 0.156 2.425
C -0.043 -1.379 -0.643
H -0.791 -2.869 1.296
N -1.382 -2.108 1.102
N 1.027 -1.145 -1.161
N -0.047 1.342 0.922
N -0.694 -1.054 0.587
S -0.161 2.267 -0.602
O 1.899 -0.196 -0.668
H -0.658 1.285 -1.280
H -2.251 -2.497 0.544

Arrangement b

The following is a quantum chemistry calculation of a molecular structure, C2H6N4OS, from OMol25.

## Properties
E_HOMO ... -0.2962 Ha

Geometry (Å):
H -1.777 0.444 0.515
C 1.059 -0.003 -1.106
C 0.996 1.265 -0.446
H 0.366 1.967 -0.956
N -1.421 -0.283 -0.143
O 0.760 -0.444 -2.161
N 1.870 0.136 1.312
H 1.381 1.978 1.449
S 1.953 -1.041 0.235
N 1.396 1.189 0.815
H -1.564 -1.569 1.236
H -1.992 0.037 -0.973
H -1.157 -2.155 -0.086
N -1.870 -1.521 0.311

Arrangement c

The following is a quantum chemistry calculation of a single C2H6N4OS molecule, from OMol25.

## Properties
E_HOMO ... -0.3227 Ha
SMILES string ... N/N=C\NO/C=N\S

Geometry (Å):
H 0.861 0.106 -0.761
N 0.090 1.096 1.761
H 1.028 -1.382 -2.402
O -0.330 1.767 -0.495
N 0.592 -1.919 -1.619
N -0.791 -1.616 -1.484
H -2.027 0.030 -1.032
C -0.288 1.862 0.844
C -1.043 -0.394 -1.218
H -0.547 2.904 1.099
H 0.645 -2.889 -1.845
H 1.157 -0.598 2.878
S 0.649 -0.496 1.598
N -0.015 0.557 -1.131

On energetic grounds, arrangement b is preferred over the next structure by 0.414 eV.

Arrangement a

The following is a quantum chemistry calculation of a single C3H2F4 molecule, from OMol25.

## Properties
E_HOMO ... -0.3943 Ha
SMILES string ... C=C(F)C(F)(F)F

Geometry (Å):
F 0.514 0.626 -1.954
H -1.377 0.377 2.062
F 0.928 -1.476 -1.389
C -0.565 -0.209 0.087
H 0.287 1.031 1.339
F 1.742 0.255 -0.201
C -0.620 0.470 1.249
F -1.555 -0.889 -0.349
C 0.645 -0.185 -0.845

Arrangement b

The following is a quantum chemistry calculation of 2 unconnected molecules or ions with the total composition C3H2F4, from OMol25.

## Properties
E_HOMO (spin up / spin down) ... -0.3432 / -0.3400 Ha

Geometry (Å):
C 1.001 0.357 0.663
H 2.079 0.310 0.310
C 0.484 -0.543 -0.331
F 0.955 -0.039 1.985
C -1.622 -0.051 -0.733
F 0.614 -1.799 0.139
H -1.947 0.975 -1.062
F -2.122 -0.822 -1.610
F 0.558 1.611 0.640

Arrangement c

The following is a quantum chemistry calculation of 2 unconnected molecules or ions with the total composition C3H2F4, from OMol25.

## Properties
E_HOMO ... -0.3708 Ha

Geometry (Å):
F 2.101 -0.564 -0.964
F -0.282 1.278 1.125
C -0.592 0.673 0.004
C -1.573 -0.140 -0.179
C 1.580 -0.964 0.150
H -1.839 -0.520 0.755
F 2.281 -0.450 1.106
F 0.230 1.193 -0.943
H -1.906 -0.506 -1.054

On energetic grounds, arrangement a is preferred over the next structure by 2.747 eV.

Arrangement a

The following is a quantum chemistry calculation of 10 unconnected molecules or ions with the total composition C6H32O13, from OMol25.

## Properties
E_HOMO ... -0.3547 Ha
SMILES string ... OCCO.OCCO.OCCO.O.O.O.O.O.O.O

Geometry (Å):
C -17.027 -13.337 3.580
O -20.874 -15.855 -3.353
H -21.501 -16.852 3.583
H -18.292 -19.372 -3.347
O -19.089 -18.951 -3.019
C -20.922 -14.732 3.898
O -19.487 -15.169 -0.064
H -19.280 -15.911 0.598
H -19.757 -12.335 -1.059
H -16.644 -13.382 -0.742
O -21.735 -14.165 0.666
H -22.338 -14.050 -0.045
O -17.239 -14.703 -1.622
H -18.601 -17.823 1.173
O -20.101 -12.148 -1.898
O -16.894 -15.642 4.038
H -22.312 -14.417 2.649
O -22.182 -14.189 3.581
H -15.426 -12.390 -0.940
O -18.968 -12.624 0.747
H -18.064 -12.362 0.981
H -15.682 -14.673 2.677
H -16.787 -16.466 3.507
H -18.059 -13.469 3.823
H -17.339 -14.902 2.171
O -16.166 -12.619 -0.351
C -19.349 -17.736 -3.598
H -19.162 -16.201 5.164
H -18.470 -17.159 -3.444
H -19.348 -12.120 -2.501
H -20.649 -14.204 4.804
H -20.315 -14.450 3.071
C -20.628 -17.209 -2.911
H -21.466 -17.894 -3.111
H -20.400 -17.083 -1.898
H -16.822 -11.530 3.125
O -16.773 -12.363 2.603
H -19.493 -17.588 2.465
H -20.915 -14.601 0.374
C -16.693 -14.697 3.021
H -17.664 -14.648 -2.514
H -21.422 -16.418 5.212
H -19.454 -11.921 1.151
C -20.955 -16.231 4.297
H -21.578 -15.463 -2.812
H -19.127 -14.459 0.461
O -19.587 -16.612 4.388
H -18.004 -15.001 -1.116
O -19.062 -17.182 1.682
H -16.483 -13.064 4.533
H -19.449 -17.805 -4.644

Arrangement b

The following is a quantum chemistry calculation of 10 unconnected molecules or ions with the total composition C6H32O13, from OMol25.

## Properties
E_HOMO ... -0.3517 Ha
SMILES string ... OCCO.OCCO.OCCO.O.O.O.O.O.O.O

Geometry (Å):
H -0.406 -2.247 -1.761
H 1.199 -0.723 3.387
O 0.380 -2.573 0.123
H 0.231 -3.915 -1.439
O -2.980 1.626 -1.219
H 1.083 1.068 0.889
H 1.925 3.720 1.179
H -2.347 -3.601 -1.495
H 0.854 -0.629 -3.514
H -1.237 0.043 -5.282
O 0.601 1.358 4.064
O 0.828 0.165 0.669
H -1.894 -2.813 1.186
O -2.276 -2.616 0.324
H -3.518 -0.255 -0.643
H -0.650 3.304 -0.295
O 0.986 1.273 -2.037
H -2.403 -0.179 1.565
H 4.121 1.330 2.191
H -1.577 1.933 2.135
H 1.992 -1.876 2.751
O 1.680 2.832 1.457
O -1.140 4.087 -0.574
H 3.236 -3.803 0.832
C -1.700 -3.518 -0.622
H -0.123 2.251 -3.462
O -1.674 1.750 1.196
H 0.958 0.543 -4.841
H -1.661 -4.507 -0.146
H -3.614 1.053 1.419
C -0.041 1.241 -3.060
H 4.483 -0.121 1.996
C -2.698 0.431 -0.454
H 1.583 -0.358 0.963
O 3.037 -2.870 0.943
O 3.729 0.451 2.180
O -0.845 -0.495 -4.589
H -1.726 0.080 -0.802
C 0.314 0.147 -4.049
H -0.490 4.784 -0.691
H 0.959 1.803 3.286
H -0.149 -1.818 0.419
O 1.118 -1.636 3.089
C -0.295 -3.056 -1.031
C -2.651 0.733 1.002
H 2.113 -2.758 0.659
H -0.988 0.973 -2.595
H -2.700 2.398 -0.711
H 0.571 1.244 -1.167
H 2.456 2.487 1.910
H 1.347 1.256 4.663

On energetic grounds, arrangement b is preferred over the next structure by 0.577 eV.

Arrangement a

The following is a quantum chemistry calculation of a gas-phase ion, CH2N3O3 (charge -1), from OMol25.

## Properties
E_HOMO (spin up / spin down) ... -0.1324 / -0.1330 Ha
Net charge ... -1
SMILES string ... N/N=[N+](\[O-])C(=O)[O-]

Geometry (Å):
N 0.719 -0.099 0.904
H 1.978 0.119 -0.741
O -2.665 -0.018 -0.874
O 0.030 0.093 -1.372
O -2.173 -0.216 1.311
N 1.836 -0.146 0.263
C -1.995 -0.104 0.127
H 2.709 0.261 0.627
N -0.439 0.110 -0.245

Arrangement b

The following is a quantum chemistry calculation of a molecular structure, CH2N3O3, from OMol25.

## Properties
E_HOMO ... -0.1291 Ha
Net charge ... -1

Geometry (Å):
H 2.888 -0.009 0.642
O 0.630 0.854 0.796
O -2.774 0.912 -0.136
N -0.212 -1.349 -0.390
O -1.332 -0.723 0.147
N 1.101 -0.162 0.307
C -1.706 0.390 -0.362
H -0.838 0.685 -1.129
N 2.243 -0.598 0.125

On energetic grounds, arrangement a is preferred over the next structure by 2.156 eV.

Arrangement a

The following is a quantum chemistry calculation of 2 unconnected molecules or ions with the total composition C4H11O3, from OMol25.

## Properties
E_HOMO ... -0.1320 Ha
Net charge ... -1

Geometry (Å):
H 0.056 -0.479 2.056
H 1.228 -1.339 -0.696
H -0.719 1.778 -0.604
H -1.252 -0.069 -1.934
C 0.669 -0.880 -1.513
C -0.669 -0.344 -1.051
H 2.338 0.218 -1.698
O -0.977 -0.532 1.827
C -1.338 0.656 1.175
O 1.530 -0.524 2.108
H -1.175 -1.129 -0.490
H -2.408 0.542 0.925
H 0.532 0.905 0.256
C -0.504 0.839 -0.080
H -1.267 1.527 1.846
H 1.999 0.305 2.261
H 0.489 -1.631 -2.300
O 1.466 0.156 -2.088

Arrangement b

The following is a quantum chemistry calculation of 2 unconnected molecules or ions with the total composition C4H11O3, from OMol25.

## Properties
E_HOMO ... -0.1433 Ha
Net charge ... -1

Geometry (Å):
H -3.143 -1.365 -1.706
H 0.942 1.899 1.219
H 3.317 0.045 -0.880
C 0.623 0.919 1.725
C -0.482 0.371 -0.551
H 0.216 0.986 2.702
H 0.015 -1.046 1.142
H -0.669 -1.446 -1.706
H 2.200 0.144 0.747
H -1.589 -0.077 -2.352
H -0.873 1.362 -0.776
O -2.483 -1.286 -0.921
H 0.597 0.078 -0.861
H -1.385 -0.009 1.436
O 2.578 -0.156 -0.534
O 1.789 0.121 1.792
C -1.345 -0.639 -1.413
C -0.309 0.098 0.935

On energetic grounds, arrangement a is preferred over the next structure by 2.097 eV.